Formula: C20H51BBeF4N3O8
Source: OMol25
Level of theory: ωB97M-V with the def2-TZVPD basis set

## Properties
- HOMO energy (eV) = -9.59
- lowest unoccupied orbital energy (eV) = -5.799
- orbital gap (eV) = 3.79
- energy (Ha) = -1997.5426

The geometry in ORCA input format:
```
! RIJCOSX wB97M-V def2-TZVPD def2/J DEFGRID3
* xyz 1 1
Be 2.31 1.46 -1.25
B 0.31 -0.36 0.05
F 0.87 0.79 0.56
F 0.34 -1.26 1.08
F -1.00 -0.15 -0.32
F 0.98 -0.91 -0.98
C -1.22 -3.19 5.44
O -2.43 -2.75 4.93
C -2.67 -1.34 5.34
C -3.39 -0.48 4.31
N -2.46 0.08 3.31
C -2.86 0.34 1.99
C -3.20 -0.88 1.04
O -4.46 -1.39 1.55
C -4.65 -2.84 1.49
H -1.20 -3.19 6.53
H -0.33 -2.66 5.11
H -1.06 -4.25 5.26
H -1.76 -0.76 5.49
H -3.20 -1.25 6.29
H -4.03 0.30 4.73
H -4.07 -1.15 3.79
H -1.80 -0.69 3.25
H -2.14 0.97 1.47
H -3.80 0.88 2.05
H -2.31 -1.51 1.12
H -3.37 -0.50 0.04
H -4.50 -3.13 0.45
H -5.68 -2.96 1.83
H -4.02 -3.44 2.14
C 4.42 -1.63 -1.09
O 3.63 -0.51 -0.49
C 4.17 -0.29 0.87
C 3.52 0.80 1.81
N 3.53 2.00 0.99
C 2.97 3.09 1.86
C 2.88 4.38 1.04
O 2.45 4.03 -0.23
C 2.66 5.08 -1.16
H 5.28 -1.10 -1.50
H 3.67 -2.04 -1.75
H 4.73 -2.43 -0.41
H 5.25 -0.17 0.76
H 3.94 -1.22 1.38
H 4.06 0.92 2.75
H 2.52 0.55 2.15
H 4.51 2.24 0.99
H 3.61 3.20 2.74
H 1.94 2.84 2.10
H 3.91 4.74 0.94
H 2.37 5.20 1.54
H 2.15 6.00 -0.86
H 2.41 4.80 -2.18
H 3.73 5.29 -1.14
C -0.77 3.62 -0.05
O -0.11 3.00 -1.16
C -0.83 3.12 -2.36
C -0.16 2.41 -3.51
N 0.65 1.18 -3.17
C 1.03 0.50 -4.42
C -0.10 -0.12 -5.29
O -1.13 -0.73 -4.50
C -1.30 -2.05 -4.97
H -0.24 3.55 0.90
H -1.57 2.92 0.19
H -1.27 4.55 -0.34
H -1.02 4.18 -2.57
H -1.84 2.76 -2.17
H 0.43 3.19 -4.00
H -0.91 2.19 -4.26
H 0.02 0.58 -2.67
H 1.61 -0.26 -3.90
H 1.72 1.10 -5.02
H 0.50 -0.64 -6.04
H -0.44 0.77 -5.84
H -1.73 -2.03 -5.98
H -1.99 -2.54 -4.29
H -0.52 -2.81 -5.10
C -0.46 -4.17 -0.11
C -1.05 -3.62 -1.36
O -2.31 -4.12 -1.82
O 0.90 -3.78 0.07
H -0.45 -5.26 -0.15
H -1.04 -3.73 0.69
H -0.43 -3.86 -2.22
H -1.29 -2.57 -1.16
H -2.36 -4.04 -2.77
H 0.93 -2.83 0.16
*
```

***

Formula: C20H54B2F8N2O12
Source: OMol25
Level of theory: ωB97M-V with the def2-TZVPD basis set

## Properties
- HOMO energy (eV) = -5.04
- lowest unoccupied orbital energy (eV) = 3.004
- orbital gap (eV) = 8.05
- energy (Ha) = -2655.6480

The geometry in ORCA input format:
```
! RIJCOSX wB97M-V def2-TZVPD def2/J DEFGRID3
* xyz -2 1
B -0.39 -0.42 3.57
F 0.85 -0.06 2.99
F -0.66 -1.63 3.14
F -0.08 -0.50 4.93
F -1.44 0.42 3.39
B 6.27 3.46 2.74
F 6.30 2.97 4.04
F 5.31 2.72 2.11
F 6.14 4.84 2.78
F 7.42 3.10 2.12
C -0.41 2.22 -3.79
O -0.30 3.22 -4.86
C -1.57 3.77 -5.21
C -1.61 5.04 -6.01
N -0.56 4.99 -7.09
C -1.11 5.66 -8.31
C -1.96 4.66 -9.10
O -1.29 3.95 -10.14
C -2.13 3.37 -11.19
H 0.31 2.21 -2.97
H -0.40 1.27 -4.31
H -1.28 2.41 -3.16
H -2.10 3.90 -4.27
H -1.96 2.95 -5.82
H -1.55 5.96 -5.43
H -2.61 5.01 -6.45
H -0.17 4.08 -7.25
H -0.20 5.90 -8.86
H -1.56 6.63 -8.08
H -2.71 5.32 -9.54
H -2.52 3.96 -8.48
H -2.70 2.50 -10.88
H -1.37 3.06 -11.91
H -2.72 4.12 -11.72
C -0.30 -7.66 -1.32
O 1.06 -7.18 -1.34
C 1.30 -5.76 -1.09
C 2.84 -5.45 -1.04
N 3.75 -6.46 -0.46
C 3.20 -6.85 0.90
C 3.93 -8.09 1.46
O 4.43 -8.97 0.43
C 5.56 -9.83 1.02
H -0.46 -8.60 -1.84
H -1.06 -7.01 -1.77
H -0.49 -7.89 -0.27
H 0.86 -5.27 -0.22
H 0.85 -5.18 -1.91
H 2.98 -4.44 -0.66
H 3.05 -5.37 -2.11
H 3.68 -7.28 -1.04
H 2.24 -7.34 0.78
H 3.18 -6.06 1.65
H 3.24 -8.65 2.09
H 4.78 -7.73 2.02
H 5.26 -10.40 1.90
H 6.44 -9.23 1.26
H 5.84 -10.62 0.32
C 5.26 -2.19 5.77
C 6.57 -2.90 6.16
O 7.70 -2.01 6.19
O 5.26 -1.77 4.39
H 5.08 -1.44 6.54
H 4.47 -2.93 5.78
H 6.75 -3.69 5.43
H 6.48 -3.34 7.15
H 8.26 -2.33 6.90
H 4.39 -1.42 4.18
C -6.12 -2.01 1.71
C -6.74 -1.30 0.52
O -7.78 -0.42 0.86
O -4.92 -2.76 1.23
H -6.81 -2.73 2.14
H -5.71 -1.44 2.54
H -7.09 -1.90 -0.33
H -5.88 -0.84 0.04
H -8.55 -0.96 1.07
H -4.11 -2.43 1.63
C -5.06 5.11 1.85
C -6.65 5.31 1.56
O -7.61 4.53 2.25
O -4.28 5.47 0.72
H -4.94 4.04 2.00
H -4.70 5.61 2.75
H -6.75 5.43 0.48
H -6.87 6.36 1.76
H -7.58 3.60 2.03
H -4.46 6.39 0.55
C -0.39 5.85 6.38
C 0.48 4.92 5.67
O 1.56 5.58 5.03
O -0.77 6.84 5.51
H 0.00 6.13 7.36
H -1.21 5.17 6.58
H -0.03 4.43 4.84
H 0.75 4.16 6.41
H 2.17 4.88 4.79
H -1.58 7.24 5.82
*
```

***

Formula: C20H54BrN3O10Si2
Source: OMol25
Level of theory: ωB97M-V with the def2-TZVPD basis set

## Properties
- HOMO energy (eV) = -9.22
- lowest unoccupied orbital energy (eV) = 0.154
- orbital gap (eV) = 9.37
- energy (Ha) = -4863.7118

The geometry in ORCA input format:
```
! RIJCOSX wB97M-V def2-TZVPD def2/J DEFGRID3
* xyz 0 1
C 2.19 -0.44 2.41
C 2.94 0.34 1.47
C 3.42 1.14 0.08
C 3.57 0.03 -1.12
C 2.90 0.45 -2.55
Si 0.94 0.67 -2.46
Br 0.26 -0.58 -0.68
C 0.27 -0.15 -4.06
C -1.39 -0.13 -4.21
C -2.08 -1.56 -3.82
C -2.79 -1.66 -2.36
N -2.99 -0.35 -1.63
C -3.36 -0.60 -0.15
N -4.40 0.12 0.44
N -2.66 -1.60 0.74
O 0.69 2.40 -2.32
Si -0.80 2.82 -1.51
C -0.74 2.80 0.41
O 0.26 3.68 1.03
C 0.02 5.10 0.73
C -1.38 5.93 0.92
O 1.10 5.81 0.30
H 1.38 -0.94 3.12
H 4.47 1.64 0.29
H 2.67 2.01 -0.13
H 3.20 -1.06 -0.80
H 4.74 -0.09 -1.32
H 3.18 -0.30 -3.43
H 3.37 1.49 -2.88
H 0.82 0.23 -5.05
H 0.55 -1.31 -3.99
H -1.89 0.81 -3.71
H -1.57 0.01 -5.38
H -2.92 -1.77 -4.63
H -1.30 -2.45 -3.91
H -3.87 -2.13 -2.52
H -2.19 -2.45 -1.72
H -3.70 0.27 -2.08
H -4.51 -0.14 1.44
H -1.88 -1.12 1.26
H -3.28 -1.99 1.49
H -1.09 4.23 -1.89
H -1.96 2.05 -1.92
H -1.81 3.18 0.79
H -0.61 1.74 0.90
H -1.59 6.24 2.03
H -1.29 6.93 0.31
H -2.29 5.31 0.47
C -3.72 6.84 -2.15
O -3.47 5.46 -1.95
H -2.78 7.39 -2.06
H -4.14 7.00 -3.15
H -4.42 7.20 -1.39
H -4.33 5.00 -2.03
C 1.79 -4.45 -0.14
O 1.47 -3.74 -1.33
H 2.69 -5.04 -0.31
H 1.97 -3.74 0.67
H 0.96 -5.12 0.12
H 0.66 -3.23 -1.15
C -6.70 1.21 -3.71
O -5.73 0.21 -3.45
H -6.67 1.46 -4.78
H -7.69 0.83 -3.46
H -6.48 2.10 -3.12
H -5.78 0.01 -2.50
C 5.35 -0.61 5.35
O 4.19 0.00 5.89
H 6.08 -0.76 6.14
H 5.08 -1.58 4.91
H 5.78 0.04 4.58
H 3.56 0.12 5.16
C 2.23 -0.16 9.35
O 2.33 -0.83 8.11
H 1.84 -0.85 10.10
H 3.22 0.19 9.66
H 1.54 0.69 9.25
H 2.68 -0.19 7.46
C 4.94 -2.70 2.10
O 4.52 -3.38 3.28
H 5.97 -2.36 2.25
H 4.91 -3.39 1.26
H 4.29 -1.85 1.92
H 3.61 -3.67 3.12
C -0.33 -6.99 -2.42
O -0.72 -6.88 -1.06
H -0.41 -6.01 -2.89
H 0.71 -7.34 -2.47
H -0.99 -7.69 -2.93
H -0.63 -7.77 -0.67
*
```